--- P ---
Formula: CH5FN4
Source: OMol25
Level of theory: the ωB97M-V functional and the def2-TZVPD basis

The structure (SMILES) is N=C=NNN.F. The value obtained for the HOMO energy is -9.73 eV.

```
11
Properties=species:S:1:pos:R:3:nbo_charge:R:1
N -1.7520 -1.7658 -0.5079 -0.687
C -1.3665 -0.6250 -0.4493 0.587
N -0.9787 0.5328 -0.2934 -0.369
N 0.3105 0.9753 -0.2257 -0.324
N 1.3040 0.0784 -0.7954 -0.646
H -1.8533 -2.3065 0.4027 0.407
H 0.5594 1.7701 -0.8730 0.388
H 1.5489 -0.6101 -0.1723 0.344
H 0.7946 -0.5246 -1.4254 0.326
F 0.8854 1.1492 2.6122 -0.594
H 0.5477 1.3263 1.7276 0.568
```

=====

--- Q ---
Formula: CH5FN4
Source: OMol25
Level of theory: the ωB97M-V functional and the def2-TZVPD basis

The value obtained for the HOMO energy is -8.94 eV.

```
11
Properties=species:S:1:pos:R:3:nbo_charge:R:1
C -1.0965 0.9369 -0.0342 0.662
N -0.3508 1.6912 0.4992 -0.656
N -1.9330 0.0882 -0.3332 -0.855
N 1.8249 -0.3540 0.0356 -0.358
N 2.0000 0.8232 0.2006 -0.242
F -0.6672 -1.9949 0.2242 -0.637
H 0.6939 1.6692 0.5079 0.417
H -2.6545 0.2264 -1.0139 0.415
H -1.2999 -1.2616 0.0266 0.549
H 2.3915 -0.9127 -0.6445 0.331
H 1.0916 -0.9120 0.5317 0.374
```

=====

Most stable pick: Q. Distance to second place: 3.1 kcal/mol.

=====

--- P ---
Formula: C15H23BN6SiTc
Source: OMol25
Level of theory: the ωB97M-V functional and the def2-TZVPD basis

Its charge is +2. The multiplicity is 4. The value obtained for the HOMO energy (alpha / beta) is -15.80 / -15.80 eV. Its expectation value of S² is 3.8079.

```
47
Properties=species:S:1:pos:R:3:nbo_charge:R:1
H -2.6018 -2.6547 0.5791 0.256
N -0.4957 -2.5570 0.3672 -0.321
B 1.9754 -2.9671 0.1112 0.517
N 0.5322 -3.5058 0.3909 -0.308
C -0.0045 -4.6969 0.7292 0.107
Tc -0.1595 -0.7147 -0.3732 1.494
H 0.6242 -5.5626 0.8640 0.269
C -1.3933 -4.5490 0.8547 -0.291
H -2.1105 -5.3123 1.0742 0.279
C -1.6733 -3.1979 0.6094 0.042
H 2.7928 -3.8443 0.2133 0.021
C 0.8076 3.8681 0.5312 -0.838
H 0.3105 4.4350 -0.2810 0.225
H 0.8083 2.8623 0.2180 0.166
H 1.8283 4.2212 0.6394 0.234
N 2.2429 -1.7975 1.1178 -0.321
N 2.1204 -2.3128 -1.3204 -0.304
N 1.4680 -0.6821 1.1790 -0.388
N 1.2965 -1.2126 -1.6280 -0.320
C 3.2435 -1.7031 2.0054 0.060
C 2.9728 -2.4703 -2.3478 0.106
H 3.9309 -2.5192 2.0215 0.252
H 3.7521 -3.2341 -2.3005 0.272
C 3.1173 -0.4971 2.6675 -0.304
C 2.6782 -1.5219 -3.3446 -0.291
C 2.0026 0.1495 2.1271 0.023
C 1.6233 -0.7424 -2.8519 0.038
H 3.7644 -0.1595 3.4507 0.270
H 3.1496 -1.4374 -4.2988 0.278
H 1.5751 1.1071 2.3435 0.249
H 1.0782 0.0965 -3.2739 0.259
H 0.3392 3.9176 1.4428 0.216
C -4.6565 2.8937 -0.2493 -1.060
Si -3.7932 2.2887 -1.8357 1.454
C -5.1272 1.6526 -3.0330 -1.072
C -2.9003 3.7515 -2.6788 -1.060
C -2.5102 1.0879 -1.4460 -0.039
C -1.5946 0.2873 -1.0108 -0.500
H -5.3951 3.6684 -0.5145 0.273
H -3.9421 3.3228 0.4718 0.251
H -5.1796 2.0856 0.2885 0.254
H -5.8584 2.4706 -3.1356 0.269
H -4.7758 1.4112 -4.0499 0.259
H -5.6893 0.7651 -2.6989 0.257
H -2.0333 4.0895 -2.0896 0.243
H -2.5046 3.5014 -3.6769 0.254
H -3.5925 4.6000 -2.7910 0.271
```

=====

--- Q ---
Formula: C15H23BN6SiTc
Source: OMol25
Level of theory: the ωB97M-V functional and the def2-TZVPD basis

Its charge is +2. The multiplicity is 4. The value obtained for the HOMO energy (alpha / beta) is -15.71 / -15.77 eV. Its expectation value of S² is 3.8349.

```
47
Properties=species:S:1:pos:R:3:nbo_charge:R:1
H 1.0943 3.3011 0.1476 0.260
N 0.6141 1.8539 -1.3339 -0.294
B 0.2865 0.4488 -3.4035 0.518
N 0.6361 1.8054 -2.7225 -0.301
C 0.9636 3.0324 -3.1594 0.104
Tc 0.3140 0.2156 -0.2508 1.431
H 0.9761 3.1676 -4.2309 0.267
C 1.2071 3.8606 -2.0620 -0.291
H 1.4931 4.8875 -2.0810 0.277
C 1.0012 3.0908 -0.9084 0.040
H 0.3111 0.5426 -4.5979 0.020
C -1.3892 -1.9967 1.5133 -0.833
H -1.1333 -2.2482 2.5683 0.259
H -0.5227 -2.1013 0.7835 0.172
H -2.2116 -2.6401 1.2400 0.259
N -1.1368 0.0469 -2.8983 -0.317
N 1.2439 -0.6934 -2.9312 -0.307
N -1.3907 -0.1037 -1.5459 -0.421
N 1.3417 -0.9524 -1.5637 -0.304
C -2.2738 -0.2000 -3.5903 0.069
C 2.0563 -1.5518 -3.5651 0.097
H -2.2408 -0.1149 -4.6616 0.257
H 2.1026 -1.5047 -4.6542 0.267
C -3.2637 -0.5257 -2.6771 -0.308
C 2.7083 -2.3580 -2.6351 -0.297
C -2.6925 -0.4837 -1.3985 0.024
C 2.2397 -1.9580 -1.3787 0.036
H -4.2858 -0.7662 -2.9380 0.271
H 3.4231 -3.1119 -2.8476 0.275
H -3.1339 -0.7079 -0.4324 0.248
H 2.4931 -2.3330 -0.3825 0.259
H -1.7032 -0.9840 1.4781 0.188
C 0.4821 1.1101 5.2680 -1.065
Si 1.9417 0.1802 4.3991 1.467
C 3.6040 0.9017 5.0228 -1.078
C 1.8370 -1.6842 4.8679 -1.068
C 1.7836 0.3211 2.5225 -0.064
C 1.2636 0.3821 1.3470 -0.423
H 0.5199 1.0534 6.3699 0.276
H -0.4971 0.6906 4.9765 0.242
H 0.4781 2.1859 5.0192 0.249
H 3.6305 0.8317 6.1241 0.269
H 4.4693 0.3376 4.6321 0.255
H 3.7325 1.9655 4.7565 0.254
H 0.9097 -2.1368 4.4730 0.236
H 2.7001 -2.2418 4.4617 0.251
H 1.8339 -1.8362 5.9611 0.274
```

=====

Most stable pick: Q. Distance to second place: 17.6 kcal/mol.

=====

--- P ---
Formula: C6H13NS
Source: OMol25
Level of theory: the ωB97M-V functional and the def2-TZVPD basis

The value obtained for the HOMO energy is -8.49 eV.

```
21
Properties=species:S:1:pos:R:3:nbo_charge:R:1
C 0.2184 -0.5522 -2.1830 -0.643
C 0.3093 0.1114 -0.8376 -0.052
C 1.7431 0.7048 -0.6095 -0.672
C -0.4936 0.0430 0.2347 -0.023
C -0.1052 0.6700 1.6206 -0.276
C -1.7347 -0.8578 0.2018 -0.550
H 0.9441 0.0001 -2.9812 0.241
H -1.0378 -0.3576 -2.7926 0.191
H 0.5395 -1.7457 -2.0897 0.238
H 1.8172 0.6987 0.4692 0.259
H 1.7440 1.8053 -0.9037 0.217
H 2.7755 -0.1170 -0.8601 0.210
H -0.1454 1.7476 1.3109 0.231
H -0.9993 0.2279 2.3759 0.193
H 1.5724 0.6640 2.8838 0.362
H 0.9293 -0.7947 2.3810 0.359
H -1.5869 -1.3813 -0.6812 0.223
H -1.7395 -1.7733 1.0465 0.218
H -2.8413 0.5950 -1.0060 0.151
N 1.2647 0.0711 2.0279 -0.834
S -3.1739 0.2408 0.3922 -0.043
```

=====

--- Q ---
Formula: C6H13NS
Source: OMol25
Level of theory: the ωB97M-V functional and the def2-TZVPD basis

The structure (SMILES) is CC(C)(C)C/C=N\S. The value obtained for the HOMO energy is -8.89 eV.

```
21
Properties=species:S:1:pos:R:3:nbo_charge:R:1
C 0.6464 1.3839 0.8186 -0.601
C -0.0023 0.3978 -0.1320 -0.108
C 0.4649 0.8173 -1.4748 -0.612
C 0.5011 -1.1098 0.2016 -0.591
C -1.5024 0.4440 0.1006 -0.416
C -2.5754 -0.9776 -0.2453 0.115
N -2.7902 -2.0402 -0.9038 -0.564
S -1.5011 -2.6821 -1.7922 0.155
H 0.3878 1.1157 1.8268 0.200
H 0.2546 2.3824 0.6159 0.207
H 1.7424 1.4865 0.8467 0.218
H 0.2908 0.0336 -2.3195 0.214
H -0.1041 1.7510 -1.7565 0.206
H 1.5385 1.0716 -1.5833 0.219
H 0.3872 -1.2845 1.2853 0.207
H 1.5450 -1.1068 -0.0545 0.206
H 0.0352 -1.7631 -0.4630 0.205
H -2.1287 1.1772 -0.5114 0.237
H -1.6108 0.4482 1.2342 0.227
H -3.4753 -0.6898 0.2953 0.158
H -2.2740 -3.6563 -2.2947 0.118
```

=====

Most stable pick: Q. Distance to second place: 65.4 kcal/mol.

=====

--- P ---
Formula: C3H10NS
Source: OMol25
Level of theory: the ωB97M-V functional and the def2-TZVPD basis

Its charge is -1. The value obtained for the HOMO energy is -2.15 eV.

```
15
Properties=species:S:1:pos:R:3:nbo_charge:R:1
C 2.6463 0.2690 1.0194 -0.757
S 2.5107 2.0921 0.4301 -0.781
H 1.6573 -0.1802 0.5357 0.176
H 3.5816 -0.2877 0.9452 0.177
H 2.3518 0.5057 2.0716 0.195
C -1.3769 0.7403 0.2852 -0.438
N -1.1794 0.1585 -1.1678 -0.654
C -1.2958 -1.2952 -1.1459 -0.410
H -2.4196 1.0479 0.1361 0.181
H -1.1986 0.0105 1.0360 0.178
H -0.7809 1.6516 0.5356 0.240
H -0.3016 0.4707 -1.5255 0.374
H -1.9272 -1.5987 -0.2196 0.169
H -0.3356 -1.9230 -1.0789 0.176
H -1.9320 -1.6614 -1.8571 0.173
```

=====

--- Q ---
Formula: C3H10NS
Source: OMol25
Level of theory: the ωB97M-V functional and the def2-TZVPD basis

Its charge is -1. The value obtained for the HOMO energy is -2.46 eV.

```
15
Properties=species:S:1:pos:R:3:nbo_charge:R:1
C -1.5547 1.0242 2.0138 -0.419
N -0.3862 0.2623 2.3532 -0.858
H -1.7631 1.1033 0.9221 0.221
H -2.4708 0.5446 2.5272 0.140
H -1.5659 2.0343 2.4226 0.171
H 0.1934 0.6689 1.6355 0.376
H -0.4110 -0.6750 1.8520 0.338
C 0.8129 -1.2539 -2.1729 -0.619
C 1.2917 -0.0350 -1.2072 -0.556
S 0.0206 1.1901 -1.0405 -0.692
H 0.4695 -2.0277 -1.5556 0.177
H -0.0552 -1.1101 -2.9062 0.209
H 1.7548 -1.7015 -2.7096 0.158
H 1.5962 -0.4268 -0.2163 0.179
H 2.0679 0.4022 -1.9179 0.175
```

=====

Most stable pick: Q. Distance to second place: 17.2 kcal/mol.

=====

--- P ---
Formula: C4H15N3
Source: OMol25
Level of theory: the ωB97M-V functional and the def2-TZVPD basis

The structure (SMILES) is CNN(C)C.CN. The value obtained for the HOMO energy is -7.65 eV.

```
22
Properties=species:S:1:pos:R:3:nbo_charge:R:1
C 0.0988 1.0809 2.4656 -0.444
N 0.4879 0.1455 1.4208 -0.470
N -0.4628 0.1498 0.1043 -0.293
C -1.7570 -0.4239 0.4726 -0.430
C -0.5508 1.4851 -0.4825 -0.435
H 0.1183 2.1280 2.1332 0.168
H -0.8889 0.8547 2.8769 0.198
H 0.7972 1.0105 3.3088 0.219
H 1.4265 0.3916 1.0968 0.353
H -2.3353 -0.5862 -0.4415 0.224
H -1.6100 -1.4148 0.9102 0.228
H -2.2717 0.2013 1.2068 0.177
H 0.4476 1.8483 -0.7413 0.207
H -1.0130 2.1998 0.2049 0.185
H -1.0985 1.4224 -1.4273 0.219
C 1.7099 -1.8084 -1.9505 -0.406
N 0.3094 -1.4226 -1.9002 -0.926
H 1.9615 -2.2522 -2.9201 0.176
H 1.9035 -2.5194 -1.1408 0.179
H 2.3399 -0.9299 -1.7473 0.140
H 0.1451 -0.7370 -2.6391 0.321
H 0.2426 -0.8237 -0.8102 0.409
```

=====

--- Q ---
Formula: C4H15N3
Source: OMol25
Level of theory: the ωB97M-V functional and the def2-TZVPD basis

The structure (SMILES) is NCCN.CNC. The value obtained for the HOMO energy is -8.49 eV.

```
22
Properties=species:S:1:pos:R:3:nbo_charge:R:1
N 0.5145 -1.4648 -0.5213 -0.861
C -0.4040 -1.2148 0.5829 -0.214
C -0.7639 -2.4795 1.3367 -0.222
N -1.8250 -2.2159 2.3028 -0.829
H 1.4009 -1.8459 -0.2144 0.339
H 0.7219 -0.5876 -1.0027 0.389
H -1.3180 -0.7887 0.1645 0.193
H 0.0496 -0.4743 1.2603 0.145
H -1.1215 -3.2086 0.6037 0.196
H 0.1603 -2.8572 1.7930 0.151
H -2.1203 -3.0847 2.7214 0.353
H -1.4860 -1.6732 3.0846 0.346
C 1.0550 1.9484 -2.3140 -0.418
N 0.8689 1.5129 -0.9230 -0.628
C -0.0192 2.4407 -0.2338 -0.415
H 0.1286 1.7779 -2.8555 0.196
H 1.2364 3.0348 -2.3575 0.163
H 1.8978 1.4612 -2.7999 0.204
H 1.7635 1.5748 -0.4518 0.350
H 0.4437 3.4427 -0.1396 0.163
H -0.2504 2.1012 0.7725 0.204
H -0.9327 2.6005 -0.8090 0.196
```

=====

Most stable pick: Q. Distance to second place: 55.5 kcal/mol.

=====

--- P ---
Formula: C2H3FO2
Source: OMol25
Level of theory: the ωB97M-V functional and the def2-TZVPD basis

The value obtained for the HOMO energy (alpha / beta) is -10.54 / -10.54 eV.

```
8
Properties=species:S:1:pos:R:3:nbo_charge:R:1
C -0.7580 0.5066 -0.5684 0.444
C -0.2219 -0.7823 -1.1979 0.309
O 1.2816 0.2280 0.6805 -0.809
O 0.1574 -0.8727 -2.3650 -0.479
F -0.6364 1.6889 -1.2209 -0.264
H -1.1228 0.4876 0.4377 0.216
H -0.4341 -1.6143 -0.5797 0.158
H 1.7207 0.3938 -0.0915 0.425
```

=====

--- Q ---
Formula: C2H3FO2
Source: OMol25
Level of theory: the ωB97M-V functional and the def2-TZVPD basis

The value obtained for the HOMO energy is -9.54 eV.

```
8
Properties=species:S:1:pos:R:3:nbo_charge:R:1
C 0.4172 -0.2543 0.2158 0.883
C -0.2763 0.3529 -0.9331 -0.756
O 0.2641 -0.3461 1.5205 -0.284
O -0.6475 -0.3698 2.7882 -0.367
F 1.6612 -0.7090 -0.0322 -0.298
H -0.0503 -0.3786 -1.7064 0.264
H -0.0172 1.3107 -1.3493 0.283
H -1.3512 0.3943 -0.5035 0.275
```

=====

--- R ---
Formula: C2H3FO2
Source: OMol25
Level of theory: the ωB97M-V functional and the def2-TZVPD basis

The structure (SMILES) is O=C(O)CF. The value obtained for the HOMO energy is -10.84 eV.

```
8
Properties=species:S:1:pos:R:3:nbo_charge:R:1
O -0.7788 -1.1789 0.9644 -0.586
C -0.4414 -0.3679 0.1269 0.731
O -1.2236 0.1200 -0.8269 -0.667
C 0.9082 0.3280 0.1472 -0.044
F 1.7058 -0.0906 1.0702 -0.297
H -2.0070 -0.4509 -0.6732 0.502
H 0.6366 1.4432 0.0814 0.182
H 1.2003 0.1971 -0.8899 0.178
```

=====

Most stable pick: R. Distance to second place: 103.9 kcal/mol.